Entry 1:
Density functional theory data (the ωB97M-V functional and the def2-TZVPD basis) for a molecular structure, C24H58P2Si4TeZn at a distorted geometry.

Summary:
ΔE to the lowest compared entry with this formula, charge and spin = 0.0 kcal per mole
Calculated total energy = -131628.716 eV
HOMO energy = -7.03 eV
LUMO = -0.12 eV
Spin multiplicity = 1

Geometry (Å):
P  0.11  -1.39  -6.36
P  0.10  1.75  -6.22
C  -0.24  -0.47  -7.95
C  0.33  0.95  -7.91
H  -1.34  -0.46  -8.07
H  0.19  -1.06  -8.77
H  1.41  0.95  -8.12
H  -0.16  1.59  -8.67
C  -1.55  2.51  -6.61
H  -1.80  3.24  -5.82
H  -2.33  1.73  -6.62
H  -1.53  3.02  -7.59
C  1.19  3.18  -6.56
H  0.92  3.70  -7.50
H  2.23  2.83  -6.64
H  1.13  3.90  -5.73
C  -1.00  -2.80  -6.67
H  -0.87  -3.55  -5.88
H  -0.79  -3.26  -7.66
H  -2.05  -2.45  -6.65
C  1.74  -2.10  -6.87
H  2.50  -1.30  -6.88
H  1.65  -2.54  -7.88
H  2.04  -2.87  -6.15
Zn  0.80  -0.02  0.65
C  0.57  1.31  -1.73
C  -0.75  1.40  -1.94
C  -1.51  0.75  -3.05
C  -1.96  -0.74  -2.80
C  -0.91  -1.73  -2.43
C  0.42  -1.65  -2.62
C  1.18  -0.62  -3.40
C  1.57  0.71  -2.68
C  0.37  -1.90  1.21
H  1.03  2.05  -1.04
H  -1.36  2.01  -1.25
H  -0.92  0.82  -3.99
H  -2.43  1.35  -3.19
H  -2.74  -0.72  -2.02
H  -2.46  -1.09  -3.73
H  -1.29  -2.61  -1.92
H  1.07  -2.40  -2.15
H  0.63  -0.39  -4.34
H  2.14  -1.11  -3.71
H  2.52  0.52  -2.15
H  1.76  1.46  -3.47
H  1.15  -2.02  2.00
H  0.44  -2.74  0.50
H  -0.64  -1.89  1.68
C  3.39  0.25  4.44
Si  1.92  1.17  5.18
C  2.00  1.17  7.06
C  2.00  2.94  4.55
Si  0.00  0.15  4.41
Te  -0.22  1.57  2.34
Si  0.01  -2.09  5.20
C  0.00  -2.13  7.09
C  -1.50  -3.01  4.56
C  1.51  -3.05  4.60
Si  -1.93  1.17  5.20
C  -2.01  1.14  7.09
C  -2.05  2.97  4.63
C  -3.41  0.27  4.45
H  4.30  0.84  4.67
H  3.31  0.17  3.35
H  3.52  -0.76  4.85
H  2.92  1.70  7.35
H  1.15  1.70  7.51
H  2.04  0.16  7.49
H  1.89  3.01  3.45
H  1.23  3.59  5.00
H  2.99  3.34  4.81
H  -0.88  -1.65  7.52
H  0.00  -3.18  7.41
H  0.89  -1.66  7.53
H  -1.57  -2.99  3.47
H  -1.42  -4.06  4.88
H  -2.44  -2.61  4.97
H  1.57  -3.11  3.51
H  2.46  -2.63  4.97
H  1.43  -4.08  4.98
H  -1.16  1.66  7.55
H  -2.93  1.67  7.38
H  -2.06  0.13  7.50
H  -2.02  3.12  3.53
H  -3.03  3.34  4.96
H  -1.26  3.59  5.06
H  -3.33  0.21  3.35
H  -3.54  -0.74  4.84
H  -4.31  0.86  4.69

Entry 2:
Density functional theory data (the ωB97M-V functional and the def2-TZVPD basis) for a molecular structure, C32H57F2N3O13S4 at a distorted geometry.

Summary:
Calculated total energy = -113969.265 eV
HOMO energy = -9.04 eV
LUMO = -0.99 eV
Spin multiplicity = 1

Geometry (Å):
C  0.40  -5.89  4.09
O  -1.00  -5.82  4.29
C  -1.39  -4.74  5.14
C  -2.62  -3.99  4.58
C  -2.20  -3.26  3.28
C  -3.19  -2.14  2.82
C  -2.46  -0.82  2.42
C  -2.29  -0.65  0.86
C  -1.04  0.30  0.66
C  0.16  -0.33  -0.09
C  0.93  0.42  -1.11
O  0.72  1.72  -1.51
C  0.81  2.68  -0.44
C  2.13  2.72  0.39
C  3.42  2.45  -0.42
C  2.07  1.85  1.71
C  2.13  2.80  2.97
C  2.22  1.91  4.26
C  0.70  3.47  3.04
C  1.96  -0.24  -1.77
C  2.78  0.41  -2.90
O  2.28  0.83  -3.90
N  4.22  0.48  -2.68
C  4.95  -0.32  -3.57
O  4.66  -0.63  -4.69
F  6.15  -0.73  -3.06
C  2.31  -1.60  -1.47
N  3.30  -2.33  -2.04
S  3.24  -3.76  -1.25
N  2.00  -3.58  -0.19
C  1.59  -2.32  -0.45
C  0.51  -1.62  0.20
F  -0.13  -2.33  1.15
H  0.98  -5.63  5.00
H  0.71  -6.92  3.82
H  0.69  -5.24  3.25
H  -1.60  -5.18  6.15
H  -0.51  -4.08  5.28
H  -3.35  -4.78  4.29
H  -3.03  -3.33  5.35
H  -2.10  -3.95  2.41
H  -1.17  -2.87  3.44
H  -3.92  -2.48  2.06
H  -3.80  -1.90  3.72
H  -2.88  0.09  2.89
H  -1.43  -0.90  2.81
H  -2.21  -1.62  0.35
H  -3.22  -0.16  0.52
H  -1.38  1.15  0.04
H  -0.77  0.71  1.65
H  -0.03  2.65  0.28
H  0.73  3.67  -0.93
H  2.22  3.76  0.76
H  3.84  1.45  -0.25
H  3.25  2.67  -1.49
H  4.20  3.17  -0.09
H  1.13  1.29  1.82
H  2.98  1.23  1.75
H  2.93  3.55  2.90
H  2.57  2.52  5.11
H  2.86  1.03  4.12
H  1.22  1.54  4.55
H  -0.02  2.63  3.17
H  0.42  3.92  2.06
H  0.60  4.18  3.87
H  4.42  0.12  -1.75
O  -4.21  3.07  -1.32
S  -4.37  2.01  -2.26
O  -3.62  0.79  -2.14
O  -4.16  2.58  -3.73
C  -2.91  3.24  -3.99
C  -1.77  2.24  -4.10
C  -6.08  1.60  -2.41
H  -2.71  3.99  -3.22
H  -3.02  3.77  -4.94
H  -1.60  1.74  -3.15
H  -0.85  2.74  -4.39
H  -2.01  1.47  -4.83
H  -6.65  2.52  -2.53
H  -6.37  1.10  -1.49
H  -6.21  0.94  -3.25
O  9.39  3.97  -2.22
S  8.88  4.09  -3.56
O  7.47  4.03  -3.82
O  9.63  3.04  -4.49
C  9.59  1.65  -4.12
C  8.24  1.02  -4.38
C  9.52  5.55  -4.30
H  9.89  1.53  -3.07
H  10.35  1.14  -4.72
H  7.47  1.46  -3.75
H  8.27  -0.05  -4.18
H  7.93  1.18  -5.41
H  10.59  5.59  -4.13
H  9.03  6.40  -3.83
H  9.29  5.53  -5.37
O  -6.73  -1.93  2.26
S  -7.85  -2.81  2.39
O  -7.68  -4.18  2.77
O  -8.71  -2.76  1.04
C  -8.05  -3.06  -0.20
C  -7.77  -4.54  -0.35
C  -9.05  -2.08  3.45
H  -7.14  -2.47  -0.29
H  -8.73  -2.74  -0.99
H  -7.05  -4.89  0.39
H  -7.36  -4.75  -1.34
H  -8.68  -5.12  -0.22
H  -9.21  -1.05  3.15
H  -8.65  -2.12  4.47
H  -9.97  -2.65  3.40

- Which value of calculated total energy does entry 2 give?
  -113969.265 eV

- Among the records above, which one has the highest calculated total energy?
  C32H57F2N3O13S4